Version a
DFT (the ωB97M-V functional and the def2-TZVPD basis) results for a cluster of 2 separate species, C4H7BrOS in total.

Values from the calculation:
frontier orbital gap (alpha / beta): 7.8 / 7.8 eV
lowest unoccupied orbital energy (alpha / beta): 0.042 / 0.042 eV

Last column: Löwdin charge in e.
Atoms and positions in Å:
C: -1.2734 -0.0200 -1.3191  -0.745
C: 0.1473 1.7585 0.9159  -0.225
C: -0.7740 -2.3110 -1.2583  -0.075
C: 0.2910 0.3455 0.3699  -0.687
O: -1.3326 -1.1891 -1.9103  -0.142
S: -1.7204 1.4431 -1.7067  0.733
Br: 1.8950 0.1013 -0.6013  0.666
H: 1.0679 1.9268 1.5053  0.071
H: -0.7865 1.7481 1.4806  0.072
H: 0.1484 2.5496 0.0904  0.070
H: -0.7898 -2.1876 -0.2030  0.066
H: 0.2718 -2.3680 -1.5911  0.085
H: -1.3366 -3.2352 -1.4672  0.104
H: 0.2158 -0.5438 0.9442  0.006

Version b
DFT (the ωB97M-V functional and the def2-TZVPD basis) results for the molecule C4H7BrOS.

Values from the calculation:
frontier orbital gap: 9.9 eV
lowest unoccupied orbital energy: 0.755 eV
SMILES: S[C@]1(Br)CCCO1

Last column: Löwdin charge in e.
Atoms and positions in Å:
S: -1.7243 1.9474 0.2133  0.742
C: -1.0965 0.2922 0.0405  -1.173
Br: -2.5726 -0.9979 -0.0979  0.649
C: 0.0672 -0.1456 1.2419  -0.113
C: 1.2699 -0.5015 0.3523  -0.128
C: 0.7145 -0.4769 -1.1267  -0.183
O: -0.3779 0.3684 -1.1571  -0.268
H: -1.6458 2.2986 -1.1059  -0.085
H: -0.2413 -0.9200 1.7679  0.024
H: 0.0933 0.8375 1.8881  0.128
H: 2.0107 0.1721 0.3679  0.058
H: 1.7062 -1.4322 0.6882  0.113
H: 1.5104 -0.0219 -1.7181  0.133
H: 0.2863 -1.4200 -1.3545  0.103

Which is most stable, and by how much? version b, by 0.0739 hartree.

Version a
DFT (the ωB97M-V functional and the def2-TZVPD basis) results for the molecule C7H11NO.

Values from the calculation:
frontier orbital gap: 9.2 eV
lowest unoccupied orbital energy: 0.825 eV
SMILES: O[C@@]12CC[C@@H]1[C@H]1N[C@@H]1C2

Last column: Löwdin charge in e.
Atoms and positions in Å:
O: 1.4288 -1.4090 -0.9317  0.016
C: 0.6870 -0.6362 -0.0798  -0.452
C: 1.5231 0.3766 0.6889  -0.123
C: 1.1511 1.5433 -0.2176  -0.144
C: 0.0412 0.7392 -0.8964  -0.141
C: -1.2883 0.7351 -0.1573  -0.186
N: -2.7564 0.1834 -0.3327  0.119
C: -1.6387 -0.6956 -0.2611  -0.326
C: -0.5336 -1.3155 0.6127  -0.043
H: 1.8324 -2.1614 -0.4523  0.122
H: 1.1836 0.5160 1.7268  0.114
H: 2.5675 0.0856 0.6599  0.110
H: 0.8541 2.5071 0.2369  0.116
H: 1.9778 1.6849 -0.9220  0.112
H: 0.0049 0.7055 -1.9984  0.146
H: -1.1506 1.1139 0.8747  0.140
H: -3.2274 0.4023 0.5060  0.064
H: -1.5178 -1.0758 -1.2612  0.139
H: -0.4594 -2.3714 0.5579  0.093
H: -0.6794 -0.9279 1.6469  0.123

Version b
DFT (the ωB97M-V functional and the def2-TZVPD basis) results for the molecule C7H11NO.

Values from the calculation:
frontier orbital gap: 9.7 eV
lowest unoccupied orbital energy: 0.955 eV
SMILES: C[C@@]12CN[C@@H]3CO[C@@H]1[C@H]32

Last column: Löwdin charge in e.
Atoms and positions in Å:
C: 2.0958 -1.0439 0.0307  -0.062
C: 0.7901 -0.3382 -0.1097  -0.327
C: 0.9992 1.2195 -0.4550  -0.117
N: -0.1234 1.9577 0.2807  0.004
C: -1.0431 0.7938 0.1820  -0.274
C: -2.4196 0.0912 0.1039  -0.078
O: -1.8784 -1.1145 -0.5551  -0.103
C: -0.5458 -1.3098 -0.0901  -0.150
C: -0.2541 -0.3120 0.9416  -0.147
H: 2.7718 -0.5267 0.7514  0.093
H: 1.9970 -2.0878 0.4234  0.093
H: 2.5641 -1.0476 -0.9373  0.073
H: 1.9863 1.5692 -0.1544  0.103
H: 0.9121 1.3231 -1.5940  0.134
H: -0.4562 2.6588 -0.3863  0.099
H: -0.9206 0.5891 -0.8968  0.123
H: -2.9089 -0.1769 1.0436  0.117
H: -3.1492 0.4751 -0.5933  0.115
H: -0.2977 -2.3576 -0.0144  0.141
H: -0.1193 -0.3625 2.0293  0.163

Version c
DFT (the ωB97M-V functional and the def2-TZVPD basis) results for the molecule C7H11NO.

Values from the calculation:
frontier orbital gap: 10.9 eV
lowest unoccupied orbital energy: 0.858 eV
SMILES: O=C=NC1CCCCC1

Last column: Löwdin charge in e.
Atoms and positions in Å:
O: -3.3000 0.2164 -0.8607  0.126
C: -2.4159 -0.0977 -0.1472  -0.287
N: -1.5029 -0.2896 0.6580  0.135
C: -0.0968 -0.4743 0.9003  -0.355
C: 0.4648 0.9021 1.0974  -0.155
C: 1.0734 1.4556 -0.2978  -0.132
C: 2.2483 0.4315 -0.7662  -0.181
C: 2.0435 -0.9669 -0.2198  -0.245
C: 0.5925 -1.3111 -0.2175  -0.162
H: 0.0272 -1.0614 1.8591  0.156
H: 1.2311 1.0269 1.8667  0.104
H: -0.3640 1.6226 1.4145  0.130
H: 1.3593 2.4915 -0.2752  0.082
H: 0.2173 1.4572 -1.0114  0.100
H: 3.1932 0.8483 -0.4711  0.091
H: 2.1289 0.3482 -1.8763  0.115
H: 2.6099 -1.6558 -0.8687  0.114
H: 2.5233 -1.0664 0.8022  0.132
H: 0.3471 -2.3577 -0.0752  0.115
H: 0.1885 -0.9932 -1.1803  0.117

Which is most stable, and by how much? version c, by 0.1636 hartree.